16
Properties=species:S:1:pos:R:3:forces:R:3 method="wB97M-V/def2-TZVPD" total_charge=0 homo_lumo_gap_ev=8.209
C -2.0041 1.1083 0.1237 -0.07 0.04 -0.01
C -1.0131 0.1354 -0.4154 0.44 0.09 0.18
C 0.1333 -0.2968 0.0138 -0.36 0.14 -0.20
C -1.0634 -1.5534 0.1612 -0.14 -0.52 0.12
C 1.4340 -0.5886 0.2079 0.00 0.04 0.01
C 2.4304 0.3461 -0.2814 -0.09 0.11 -0.02
N 2.1149 1.4608 -0.8306 0.24 -0.22 0.11
H -2.9948 0.9803 -0.3231 0.16 0.01 0.05
H -1.6333 2.0951 -0.1740 -0.05 -0.12 0.03
H -2.0971 1.1041 1.2173 0.06 -0.03 -0.13
H -0.8791 -2.2655 -0.6401 -0.03 0.15 0.10
H -2.1375 -1.4364 0.3226 0.15 0.06 -0.05
H -0.6611 -1.9097 1.1186 -0.05 0.07 -0.07
H 1.7246 -1.5024 0.7127 -0.05 0.14 -0.09
H 3.4716 0.0235 -0.1401 -0.13 0.08 -0.06
H 2.9539 1.9604 -1.1207 -0.08 -0.04 0.02



16
Properties=species:S:1:pos:R:3:forces:R:3 method="wB97M-V/def2-TZVPD" total_charge=0 smiles="CC1=CCC(C)=N1" homo_lumo_gap_ev=9.666
C 1.7505 0.3627 -1.9172 0.06 0.03 -0.04
C 0.9258 0.1148 -0.6949 0.21 -0.07 -0.02
C 1.2899 -0.4455 0.4697 -0.01 0.02 -0.17
C 0.0421 -0.6277 1.2756 0.04 0.18 -0.09
C -0.9571 0.0817 0.4035 -0.08 0.06 -0.12
C -2.3720 0.3294 0.8150 -0.05 0.01 -0.03
N -0.4652 0.4413 -0.7275 -0.01 -0.06 0.23
H 1.4658 1.2946 -2.4126 -0.01 -0.07 0.14
H 2.8158 0.4001 -1.6764 -0.12 -0.02 0.01
H 1.6047 -0.4429 -2.6464 -0.04 0.10 0.10
H 2.2884 -0.7530 0.7586 -0.20 -0.05 -0.08
H 0.0667 -0.2956 2.3205 -0.04 -0.11 -0.20
H -0.2681 -1.6837 1.2340 0.11 0.03 0.31
H -3.0087 0.5210 -0.0512 0.13 -0.06 0.08
H -2.7702 -0.5133 1.3900 0.03 0.13 -0.09
H -2.4084 1.2162 1.4592 -0.01 -0.13 -0.03



16
Properties=species:S:1:pos:R:3:forces:R:3 method="wB97M-V/def2-TZVPD" total_charge=0 smiles="CC1=CNC=CC1" homo_lumo_gap_ev=10.024
C 1.8127 -0.9968 0.7510 0.08 0.01 0.03
C 0.5580 -0.4973 0.0769 -0.25 -0.07 0.00
C -0.6062 -1.1410 0.1499 0.35 -0.09 0.00
N -1.7730 -0.5717 -0.4714 0.06 0.13 0.09
C -1.8576 0.8193 -0.0892 0.00 0.38 0.06
C -0.7632 1.5725 -0.1340 -0.21 -0.06 0.24
C 0.4861 0.8641 -0.6018 -0.05 0.05 -0.19
H 1.6354 -1.1531 1.8212 0.06 0.03 -0.15
H 2.6391 -0.2873 0.6525 -0.12 -0.07 -0.01
H 2.1452 -1.9547 0.3348 -0.06 0.18 0.03
H -0.7794 -2.0353 0.7446 0.18 -0.03 -0.24
H -1.6247 -0.6118 -1.4850 -0.25 -0.03 0.24
H -2.8142 1.1401 0.3070 0.01 0.15 -0.25
H -0.7420 2.6242 0.1247 -0.08 -0.08 0.11
H 1.4123 1.4377 -0.5017 -0.25 -0.04 0.14
H 0.2713 0.7913 -1.6797 0.53 -0.46 -0.08



16
Properties=species:S:1:pos:R:3:forces:R:3 method="wB97M-V/def2-TZVPD" total_charge=0 smiles="C=N[C@H]1CC12CC2" homo_lumo_gap_ev=10.575
C 1.6330 2.0584 0.1012 -0.01 -0.14 0.06
N 1.4834 0.8335 0.3733 0.06 0.38 -0.07
C 0.8279 -0.0051 -0.5785 -0.07 0.11 -0.05
C 0.7862 -1.4762 -0.1928 0.05 -0.23 -0.02
C -0.4064 -0.6226 -0.0346 -0.03 -0.06 0.02
C -1.3652 -0.2182 1.0093 0.06 0.04 0.20
C -1.8481 -0.6282 -0.3707 -0.10 -0.05 -0.17
H 2.0784 2.7038 0.8573 0.02 -0.02 -0.13
H 1.3180 2.5217 -0.8444 0.06 -0.11 0.06
H 0.8679 0.2892 -1.6338 -0.03 -0.10 0.26
H 1.3784 -1.7439 0.6796 -0.19 0.11 -0.09
H 0.7711 -2.2231 -0.9785 0.05 0.12 -0.05
H -1.3946 0.8410 1.2558 -0.05 -0.18 0.00
H -1.5496 -0.8907 1.8422 0.02 0.09 -0.13
H -2.3391 -1.5937 -0.4696 0.06 0.17 0.02
H -2.2412 0.1541 -1.0159 0.09 -0.15 0.07



The records above yield total energy values of -7853.3206 -7857.5324 -7856.4182 -7855.3074 eV, respectively.
The records above yield relative energy (zero: lowest compared OMol25 entry of this formula, charge and spin) values of 466.9 60.5 168.0 275.2 kJ/mol, respectively.
The records above yield E_LUMO values of 0.0304 0.0381 0.0381 0.0431 hartree, respectively.